Below is 4 unconnected molecules or ions with the total composition C16H44N4O4 at a distorted geometry, with properties calculated with ωB97M-V/def2-TZVPD.

The geometry in XYZ format:
```
68
Properties=species:S:1:pos:R:3:lowdin_charge:R:1
C -0.667 -2.232 -1.061 -0.031
C -1.844 -2.905 -0.431 -0.459
C -2.723 -3.652 -1.449 -0.121
O -3.411 -2.698 -2.347 -0.171
C -4.171 -1.850 -1.612 -0.173
N -1.397 -3.812 0.580 0.017
H -0.066 -3.047 -1.462 0.112
H -0.070 -1.666 -0.346 0.054
H -0.939 -1.561 -1.876 0.025
H -2.483 -2.371 0.273 0.090
H -3.481 -4.328 -1.054 0.123
H -2.077 -4.307 -2.034 0.120
H -3.625 -1.203 -0.926 0.077
H -5.027 -2.241 -1.063 0.096
H -4.471 -1.192 -2.427 0.097
H -0.440 -3.632 0.850 0.074
H -1.451 -4.754 0.221 0.073
C 0.588 1.730 2.678 -0.125
C 1.062 3.088 2.985 -0.411
C 1.464 3.330 4.449 -0.173
O 0.466 2.749 5.334 -0.178
C 0.925 2.940 6.652 -0.135
N 2.076 3.396 1.992 0.043
H 1.364 0.965 2.695 0.118
H 0.164 1.774 1.674 0.022
H -0.174 1.323 3.342 0.102
H 0.176 3.711 2.862 0.148
H 1.584 4.406 4.577 0.123
H 2.438 2.895 4.673 0.118
H 1.873 2.448 6.866 0.088
H 0.145 2.433 7.220 0.087
H 0.891 3.967 7.015 0.087
H 2.988 3.000 2.167 0.083
H 1.796 3.285 1.028 0.044
C 3.760 -0.501 -3.026 -0.036
C 2.784 -0.404 -4.261 -0.390
C 1.347 -0.988 -4.081 -0.194
O 0.726 -0.582 -2.894 -0.170
C -0.634 -0.288 -2.975 -0.163
N 2.636 1.011 -4.605 0.024
H 4.674 0.003 -3.339 0.072
H 3.955 -1.546 -2.783 0.072
H 3.257 0.008 -2.204 0.054
H 3.145 -0.935 -5.142 0.129
H 1.430 -2.069 -3.966 0.122
H 0.770 -0.805 -4.988 0.122
H -1.015 0.071 -2.019 0.026
H -1.208 -1.135 -3.350 0.108
H -0.774 0.496 -3.719 0.117
H 1.992 1.085 -5.380 0.062
H 2.073 1.477 -3.909 0.061
C 0.816 1.689 -0.351 -0.045
C -0.481 0.863 -0.336 -0.391
C -0.332 -0.184 0.833 -0.189
O -1.573 -0.902 1.036 -0.241
C -1.567 -1.763 2.213 -0.084
N -1.564 1.777 -0.086 0.079
H 1.097 2.032 0.645 0.011
H 0.644 2.547 -1.001 0.096
H 1.625 1.088 -0.766 0.080
H -0.596 0.392 -1.312 0.011
H -0.213 0.439 1.720 0.041
H 0.580 -0.759 0.670 0.129
H -0.574 -2.165 2.413 0.094
H -2.471 -2.370 2.258 0.098
H -1.696 -1.175 3.122 0.079
H -2.286 1.371 0.491 0.083
H -1.809 2.233 -0.954 0.083
```

Gap between HOMO and LUMO = 9.18 eV
F_max = 5.2 eV Å⁻¹
HOMO level = -8.411 eV

Below is 6 unconnected molecules or ions with the total composition C16H44O6 at a distorted geometry, with properties calculated with ωB97M-V/def2-TZVPD.

The geometry in XYZ format:
```
66
Properties=species:S:1:pos:R:3:lowdin_charge:R:1
C -3.385 2.023 -1.936 -0.069
C -3.804 2.278 -3.373 -0.312
O -3.065 1.436 -4.214 -0.156
C -3.584 1.276 -5.520 -0.280
C -3.740 2.579 -6.266 -0.090
H -2.324 2.247 -1.796 0.063
H -3.927 2.673 -1.248 0.077
H -3.508 0.970 -1.680 0.069
H -4.891 2.159 -3.485 0.123
H -3.608 3.338 -3.596 0.115
H -2.840 0.670 -6.040 0.117
H -4.527 0.714 -5.513 0.118
H -4.423 3.267 -5.761 0.066
H -4.090 2.443 -7.289 0.076
H -2.783 3.108 -6.311 0.084
C 1.532 2.660 -0.737 -0.047
C 0.957 1.513 0.072 -0.489
C 0.387 0.419 -0.795 -0.047
O 1.980 0.967 0.923 -0.060
H 2.215 3.267 -0.145 0.077
H 0.710 3.263 -1.123 0.077
H 2.113 2.262 -1.573 0.084
H 0.149 1.874 0.722 0.111
H 1.206 -0.144 -1.253 0.080
H -0.079 0.841 -1.694 0.082
H -0.311 -0.205 -0.245 0.062
H 1.794 0.031 1.080 0.050
C 2.012 -4.554 0.736 -0.046
C 2.461 -3.139 0.443 -0.467
C 2.535 -2.856 -1.049 -0.049
O 1.648 -2.171 1.117 -0.087
H 2.363 -4.883 1.717 0.085
H 2.535 -5.238 0.057 0.082
H 0.948 -4.748 0.619 0.070
H 3.466 -3.027 0.854 0.138
H 3.185 -3.597 -1.519 0.080
H 2.980 -1.874 -1.220 0.078
H 1.566 -2.909 -1.547 0.073
H 0.728 -2.344 0.858 0.051
C 3.652 -0.587 5.370 -0.091
C 2.985 -0.697 4.023 -0.338
O 3.280 -1.981 3.471 -0.088
H 4.730 -0.713 5.263 0.075
H 3.278 -1.341 6.061 0.074
H 3.461 0.400 5.797 0.069
H 3.298 0.121 3.364 0.101
H 1.894 -0.620 4.133 0.114
H 2.821 -2.020 2.623 0.022
C -2.012 -2.886 -1.825 -0.075
C -2.098 -2.438 -0.386 -0.285
O -0.970 -2.883 0.379 -0.096
H -2.367 -3.900 -2.003 0.073
H -1.011 -2.763 -2.242 0.070
H -2.637 -2.225 -2.438 0.076
H -3.028 -2.808 0.051 0.118
H -2.140 -1.349 -0.345 0.091
H -1.262 -3.473 1.078 0.098
C 1.298 3.017 3.817 -0.081
C -0.178 2.731 3.610 -0.310
O -0.794 2.109 4.742 -0.085
H 1.503 3.562 4.739 0.073
H 1.701 3.554 2.953 0.074
H 1.890 2.097 3.848 0.054
H -0.340 2.050 2.781 0.089
H -0.669 3.694 3.420 0.110
H -0.869 2.757 5.448 0.076
```

Gap between HOMO and LUMO = 9.91 eV
F_max = 1.3 eV Å⁻¹
HOMO level = -9.399 eV

Below is a molecular structure, C16H46GaO8P2S2, with properties calculated with ωB97M-V/def2-TZVPD.

The geometry in XYZ format:
```
75
Properties=species:S:1:pos:R:3:lowdin_charge:R:1
S -7.273 1.240 8.538 -0.172
P -7.653 -0.384 7.443 0.038
Ga -5.757 -1.789 7.161 -0.003
P -4.649 -0.656 5.381 0.080
S -5.395 -1.146 3.602 -0.130
H -8.787 -1.087 7.891 -0.111
H -8.087 0.007 6.171 -0.105
H -4.867 -1.730 8.473 -0.137
H -6.139 -3.259 6.717 -0.139
H -3.256 -0.828 5.476 -0.122
H -4.775 0.724 5.603 -0.095
C 0.363 -1.641 -0.624 -0.113
O -0.599 -2.646 -0.380 -0.188
C -0.703 -3.016 0.987 -0.199
C -1.844 -2.326 1.698 -0.208
O -1.656 -0.923 1.763 -0.219
C -2.424 -0.208 0.809 -0.104
H 0.187 -1.256 -1.628 0.075
H 0.279 -0.817 0.087 0.083
H 1.379 -2.055 -0.576 0.089
H 0.240 -2.802 1.505 0.115
H -0.869 -4.097 1.020 0.126
H -1.896 -2.705 2.723 0.120
H -2.796 -2.561 1.215 0.128
H -3.474 -0.176 1.117 0.065
H -2.345 -0.660 -0.183 0.083
H -2.033 0.808 0.769 0.087
C 2.971 -1.308 -7.049 -0.112
O 2.022 -2.320 -6.774 -0.189
C 1.907 -2.639 -5.397 -0.203
C 0.729 -1.958 -4.739 -0.201
O 0.868 -0.548 -4.721 -0.199
C 0.134 0.120 -5.731 -0.101
H 2.809 -0.981 -8.075 0.088
H 2.854 -0.452 -6.381 0.079
H 3.993 -1.696 -6.960 0.088
H 2.829 -2.375 -4.867 0.127
H 1.772 -3.722 -5.323 0.126
H 0.667 -2.294 -3.700 0.114
H -0.200 -2.246 -5.242 0.130
H -0.932 0.150 -5.482 0.093
H 0.261 -0.354 -6.707 0.087
H 0.512 1.140 -5.784 0.073
C -0.048 -0.898 7.227 -0.112
O -0.225 -1.640 6.036 -0.194
C -0.322 -0.839 4.868 -0.209
C 0.969 -0.808 4.088 -0.199
O 2.032 -0.188 4.801 -0.188
C 2.897 -1.104 5.437 -0.122
H 0.249 -1.599 8.005 0.087
H 0.729 -0.136 7.115 0.083
H -0.984 -0.415 7.529 0.089
H -0.636 0.178 5.124 0.132
H -1.096 -1.274 4.233 0.095
H 0.806 -0.233 3.173 0.122
H 1.253 -1.828 3.803 0.121
H 3.552 -1.597 4.706 0.085
H 2.343 -1.867 5.988 0.082
H 3.514 -0.540 6.135 0.086
C 4.874 4.580 -5.012 -0.112
O 3.944 5.524 -4.517 -0.189
C 2.907 5.842 -5.428 -0.210
C 1.630 5.084 -5.143 -0.209
O 1.782 3.688 -5.322 -0.198
C 1.965 2.968 -4.115 -0.107
H 5.468 4.237 -4.166 0.089
H 4.374 3.722 -5.467 0.082
H 5.542 5.040 -5.749 0.087
H 3.231 5.647 -6.456 0.125
H 2.707 6.914 -5.333 0.125
H 0.860 5.424 -5.842 0.125
H 1.286 5.304 -4.127 0.128
H 1.017 2.873 -3.574 0.096
H 2.702 3.443 -3.465 0.087
H 2.312 1.970 -4.380 0.080
```

Gap between HOMO and LUMO = 6.34 eV
F_max = 0.8 eV Å⁻¹
Total charge = -1
HOMO level = -4.470 eV